Record 1
75
Properties=species:S:1:pos:R:3:forces:R:3 method="wB97M-V/def2-TZVPD" total_charge=+1 e_tot_ev=-118650.5218 relative_energy_ev=3.186 orbital_gap_ha=0.2337
Ga -0.59476 -0.60958 -0.29357 0.070 -0.447 -0.129
N -2.14599 -4.02756 -2.54335 -0.015 0.069 -0.016
C -1.16156 -4.70468 -3.31399 -0.011 -0.002 0.014
C -1.45406 -5.94340 -3.85204 0.004 0.018 0.012
C -0.49252 -6.61821 -4.59252 0.029 0.017 -0.001
C 0.75743 -6.05236 -4.77583 -0.034 -0.030 -0.007
C 1.04796 -4.81311 -4.21992 0.011 0.016 0.017
C 0.08460 -4.12998 -3.49674 0.024 -0.058 -0.018
S 0.49886 -2.52888 -2.86645 -0.018 0.049 -0.052
N -0.83035 -2.20805 -1.82543 -0.006 0.038 -0.080
C -1.89511 -2.92509 -1.81235 0.000 0.009 0.035
C -2.94819 -2.47059 -0.86315 -0.013 0.004 -0.015
C -4.24980 -2.93432 -0.89261 0.009 0.002 0.000
C -5.15167 -2.47001 0.05432 0.031 0.005 -0.006
C -4.71170 -1.56634 1.00117 0.013 0.002 -0.001
C -3.39872 -1.13175 0.94616 -0.012 -0.020 0.026
N -2.53269 -1.56012 0.02586 -0.020 0.061 0.141
H -2.96209 -4.56549 -2.30690 0.009 -0.008 -0.011
H -2.43342 -6.38053 -3.69736 -0.008 -0.010 -0.002
H -0.72344 -7.58376 -5.01928 -0.009 -0.005 0.000
H 1.51259 -6.57288 -5.34755 0.007 0.003 -0.003
H 2.02893 -4.37489 -4.35582 0.007 0.012 0.009
H -4.58193 -3.62438 -1.65437 0.000 -0.003 -0.002
H -6.17633 -2.81483 0.04490 -0.008 0.004 0.011
H -5.36342 -1.18456 1.77301 -0.021 -0.010 -0.003
H -3.03181 -0.43209 1.67940 0.019 0.007 -0.008
C 3.13169 2.57821 0.35152 0.012 -0.028 -0.038
N 4.06063 3.54535 0.93427 0.010 0.006 -0.023
C 3.43627 4.86995 0.88799 -0.004 0.005 -0.004
N 2.15831 4.90140 1.60771 0.011 0.008 -0.044
C 1.27838 3.90196 1.00596 0.015 0.044 -0.009
N 1.84141 2.54564 1.05518 -0.131 0.037 0.059
C 2.11567 2.21914 2.46072 0.042 -0.058 -0.004
N 3.01349 3.17912 3.09839 0.027 -0.032 0.002
C 4.26929 3.19155 2.33986 0.019 -0.003 0.023
C 2.40697 4.50864 2.99669 -0.018 0.027 0.034
H 3.57970 1.58335 0.39412 -0.010 0.000 0.004
H 2.95691 2.83576 -0.69523 -0.001 0.017 0.007
H 3.26323 5.14727 -0.15389 -0.001 -0.006 0.002
H 4.11448 5.59985 1.33318 -0.004 -0.006 0.006
H 1.09953 4.16909 -0.03880 -0.011 -0.005 0.007
H 0.32474 3.91466 1.53704 0.007 -0.008 0.025
H 2.57081 1.22615 2.50602 -0.021 -0.007 -0.008
H 1.17447 2.19504 3.01284 -0.004 0.033 0.004
H 4.72577 2.20095 2.39436 -0.003 0.002 -0.002
H 4.95089 3.91389 2.79222 -0.004 0.001 -0.004
H 3.07116 5.23970 3.46070 0.000 -0.003 -0.005
H 1.45794 4.50822 3.53998 0.007 -0.001 -0.002
O -1.48123 1.12383 0.00327 -0.045 -0.018 -0.049
C -1.24509 1.01995 1.25894 0.035 0.215 -0.115
O -0.70698 -0.05192 1.66390 0.013 -0.065 0.057
C -1.65230 2.08745 2.18964 0.015 0.029 0.011
C -2.26839 3.23389 1.69417 -0.004 -0.010 0.002
C -2.62655 4.24885 2.56366 0.006 -0.012 0.017
C -2.35509 4.08179 3.90960 0.018 0.013 -0.001
C -1.75212 2.95031 4.42796 0.000 -0.003 -0.018
C -1.39995 1.93897 3.55100 -0.010 0.005 -0.012
N -2.72993 5.17178 4.84482 -0.068 -0.013 0.024
O -2.46357 5.00947 6.01556 0.004 0.031 -0.043
O -3.28369 6.13950 4.37109 0.043 -0.024 0.028
H -2.44741 3.32862 0.63231 0.004 -0.004 -0.002
H -3.09853 5.15733 2.22150 -0.001 0.004 -0.004
H -1.56521 2.87889 5.48884 -0.002 0.006 0.002
H -0.91813 1.04000 3.91032 0.002 -0.001 0.002
F 5.16085 -0.39118 -2.15576 0.002 -0.002 -0.002
C 3.89620 -0.40224 -1.71105 -0.031 0.010 0.011
C 3.60103 -1.10642 -0.55836 0.016 0.031 -0.049
C 2.28829 -1.11762 -0.11105 0.008 -0.074 0.042
C 1.28033 -0.44838 -0.80440 0.028 0.109 0.127
C 1.62928 0.27115 -1.94803 -0.044 0.039 -0.025
C 2.93602 0.30141 -2.41231 0.046 -0.026 0.034
H 4.38959 -1.62961 -0.03517 0.002 -0.006 0.013
H 2.06388 -1.67534 0.79157 -0.021 0.010 0.001
H 0.87874 0.81760 -2.50986 -0.010 0.002 0.015
H 3.21664 0.85471 -3.29797 -0.001 0.007 -0.008

Record 2
79
Properties=species:S:1:pos:R:3:forces:R:3 method="wB97M-V/def2-TZVPD" total_charge=+1 s_squared=0.756 multiplicity=2 e_tot_ev=-95243.6093 relative_energy_ev=1.029 orbital_gap_ha="0.2602 / 0.2564"
Ti 0.30768 -0.13989 0.47489 0.540 0.957 -3.595
O -0.50052 -2.50517 5.66888 -0.110 -0.189 0.279
C -0.83089 -1.39302 6.18266 -0.012 -0.107 -0.658
O -1.01091 -1.00786 7.31284 -0.040 0.158 0.104
C -0.89918 -0.49467 4.91094 0.483 -0.729 -0.059
C -1.83162 -0.81657 3.91606 -0.140 0.211 -0.083
C -1.54805 -0.52105 2.60540 0.139 0.202 0.487
N -0.38855 0.08558 2.25771 -0.851 0.115 2.489
C 0.44868 0.53340 3.21761 -0.480 -0.105 0.095
C 0.21598 0.26312 4.54842 -0.131 0.254 0.119
C 1.55143 1.32936 2.66673 0.348 0.415 -0.161
C 2.52975 1.96175 3.42321 -0.279 -0.117 0.092
C 3.46120 2.75477 2.78222 0.042 0.021 -0.194
C 3.38781 2.90321 1.40227 0.028 0.050 0.190
C 2.40118 2.22463 0.71744 -0.088 0.088 -0.134
N 1.50640 1.44504 1.32462 0.728 0.329 0.825
C -2.41689 -0.77692 1.45424 -0.215 -0.058 -0.413
C -3.72009 -1.24921 1.55679 0.132 0.057 0.171
C -4.51113 -1.30037 0.42756 0.077 0.049 -0.202
C -3.97505 -0.86253 -0.77701 -0.149 -0.141 0.241
C -2.65285 -0.47222 -0.80980 -0.083 0.026 -0.163
N -1.86437 -0.44309 0.26695 -0.939 -0.255 0.413
H -2.73298 -1.34960 4.18450 0.023 -0.052 -0.001
H 0.89288 0.60195 5.32070 0.074 -0.059 -0.028
H 2.54366 1.83863 4.49626 0.026 0.016 0.008
H 4.23370 3.26307 3.34264 -0.018 -0.008 0.048
H 4.08123 3.54252 0.87564 -0.006 -0.032 -0.057
H 2.30433 2.31186 -0.35822 0.005 -0.037 0.007
H -4.11454 -1.55012 2.51633 0.013 0.039 0.020
H -5.52993 -1.65740 0.48390 -0.018 0.024 0.023
H -4.57812 -0.82637 -1.67234 0.062 -0.038 -0.054
H -2.20668 -0.15175 -1.73766 -0.149 -0.046 0.271
C 0.04534 1.47261 -5.25342 -0.002 0.008 0.044
C -0.26289 2.21164 -4.00967 0.003 -0.113 0.102
N -0.41485 3.48291 -3.86711 -0.005 0.179 -0.323
N -0.63570 3.66958 -2.53566 0.043 -0.363 0.122
C -0.62011 2.52818 -1.83347 -0.234 0.065 0.041
S -0.82506 2.30638 -0.18929 0.084 0.073 0.156
N -0.41564 1.58061 -2.78305 -0.001 0.308 -0.179
N -0.29320 0.22158 -2.50131 1.382 -0.082 -0.389
H 0.12986 2.17398 -6.07819 -0.003 0.006 0.006
H -0.74253 0.75224 -5.48085 0.007 0.005 -0.049
H 0.98682 0.93431 -5.13377 0.023 -0.009 -0.044
H -0.81162 4.59020 -2.17179 0.044 0.027 0.037
H 0.70452 0.00406 -2.69235 -0.165 -0.007 0.188
H -0.83987 -0.28093 -3.19620 -0.070 -0.028 0.061
C 5.35403 0.10746 -2.64006 -0.025 -0.048 -0.247
N 4.49130 -0.28346 -1.52999 -0.021 -0.033 0.129
C 4.99107 -0.83622 -0.39527 -0.056 0.010 0.116
C 4.19272 -1.17094 0.63733 0.016 -0.134 0.225
C 2.79620 -0.91294 0.49775 0.475 -0.084 -0.517
O 1.95026 -1.07832 1.41891 -0.095 -0.057 0.323
N 2.29739 -0.42255 -0.66018 0.048 -0.193 0.426
C 3.12406 -0.10567 -1.68627 -0.326 0.383 -0.843
O 2.70905 0.35190 -2.76128 -0.300 -0.153 0.346
H 6.38207 0.18573 -2.29808 -0.026 -0.033 0.102
H 5.01911 1.06297 -3.03367 0.039 0.008 0.042
H 5.29193 -0.62552 -3.44414 0.011 0.013 0.013
H 6.06220 -0.98033 -0.36483 0.012 0.027 -0.037
H 4.57799 -1.59698 1.54985 0.012 0.000 -0.005
O -1.12065 -5.40558 5.66864 -0.141 0.298 0.021
C -0.02642 -5.68395 4.86518 0.273 -0.070 -0.098
N -0.02479 -4.83530 3.66313 -0.140 -0.014 0.288
C 0.18378 -5.33832 2.44044 -0.002 0.045 0.004
O 0.48173 -6.50058 2.21852 -0.054 0.017 -0.014
C 0.05741 -4.40694 1.24710 -0.017 0.058 -0.083
C 0.02902 -5.01249 -0.00495 0.024 0.070 0.040
C -0.01959 -4.22169 -1.13721 -0.033 -0.049 -0.048
C -0.01850 -2.84916 -0.98985 -0.070 0.052 0.010
N 0.01264 -2.24426 0.20129 0.139 -1.153 0.122
C 0.04022 -3.02333 1.30048 -0.017 -0.268 -0.058
H -1.03934 -4.48786 5.98519 0.044 -0.049 0.072
H -0.09440 -6.71804 4.53591 0.036 0.044 -0.013
H 0.92361 -5.53324 5.39078 -0.093 0.021 0.017
H -0.27921 -3.87580 3.85866 0.058 0.091 -0.172
H 0.06411 -6.09245 -0.05535 0.007 -0.003 0.022
H -0.04187 -4.66270 -2.12348 -0.002 0.037 -0.021
H -0.03923 -2.20059 -1.85516 0.035 0.017 -0.022
H 0.08766 -2.51408 2.25265 0.070 0.046 0.008